No. 1
Here is a cluster of 13 separate species, C50H138N12O14 in total from OMol25. Energies are from ωB97M-V/def2-TZVPD.

## Properties
- relative energy (zero: lowest compared OMol25 entry of this formula, charge and spin) (kcal/mol) = 99.8
- orbital gap (eV) = 8.969
- LUMO (eV) = 0.22
- largest force on an atom (Eh/bohr) = 0.0571
- total energy (Eh) = -3697.8429
- HOMO energy (eV) = -8.7

```
! RIJCOSX wB97M-V def2-TZVPD def2/J DEFGRID3
* xyz 0 1
C -23.158 -26.128 -8.552
C -21.640 -25.861 -8.376
C -20.811 -27.029 -7.709
O -20.778 -28.269 -8.478
C -19.947 -29.181 -7.774
N -21.166 -25.525 -9.686
H -23.314 -26.940 -9.262
H -23.672 -25.267 -8.978
H -23.717 -26.184 -7.618
H -21.507 -25.049 -7.662
H -21.130 -27.307 -6.704
H -19.803 -26.615 -7.724
H -19.967 -30.183 -8.203
H -20.202 -29.314 -6.722
H -18.928 -28.806 -7.866
H -21.856 -25.046 -10.248
H -21.049 -26.403 -10.172
C -18.514 -28.530 0.793
C -18.471 -28.227 2.289
C -18.936 -29.387 3.192
O -20.342 -29.488 3.211
C -20.862 -30.585 4.026
N -17.083 -27.885 2.627
H -19.487 -28.692 0.329
H -17.859 -29.344 0.481
H -18.121 -27.653 0.278
H -19.086 -27.331 2.380
H -18.638 -29.041 4.182
H -18.404 -30.326 3.036
H -20.318 -30.533 4.969
H -20.663 -31.502 3.471
H -21.949 -30.509 4.070
H -16.714 -27.161 2.026
H -16.536 -28.722 2.483
C -15.035 -25.925 -5.748
C -15.592 -24.806 -4.806
C -17.072 -24.873 -4.390
O -17.892 -24.315 -5.453
C -19.237 -24.876 -5.523
N -14.803 -24.746 -3.600
H -13.949 -25.940 -5.664
H -15.277 -25.789 -6.802
H -15.482 -26.861 -5.410
H -15.432 -23.902 -5.393
H -17.203 -24.225 -3.523
H -17.405 -25.855 -4.052
H -19.814 -24.448 -6.344
H -19.750 -24.727 -4.573
H -19.153 -25.956 -5.649
H -15.170 -24.055 -2.962
H -14.706 -25.618 -3.099
C -14.147 -28.246 0.412
C -14.904 -27.290 -0.485
C -14.770 -25.772 -0.094
O -15.509 -25.657 1.174
C -15.373 -24.385 1.671
N -14.379 -27.424 -1.849
H -14.445 -28.151 1.457
H -13.071 -28.225 0.242
H -14.431 -29.216 0.004
H -15.976 -27.481 -0.509
H -15.281 -25.184 -0.855
H -13.713 -25.507 -0.122
H -14.359 -24.074 1.925
H -15.827 -24.307 2.659
H -15.896 -23.639 1.074
H -14.924 -28.135 -2.317
H -13.434 -27.778 -1.809
C -16.284 -31.071 -1.891
C -16.449 -30.586 -3.348
C -17.809 -30.179 -3.904
O -17.775 -30.140 -5.315
C -18.031 -31.393 -5.982
N -15.473 -29.485 -3.572
H -15.288 -31.485 -1.732
H -16.877 -31.956 -1.662
H -16.514 -30.265 -1.195
H -16.041 -31.358 -4.000
H -18.047 -29.193 -3.506
H -18.517 -30.925 -3.545
H -18.181 -31.200 -7.044
H -18.978 -31.871 -5.730
H -17.195 -32.061 -5.775
H -15.529 -29.303 -4.563
H -14.528 -29.798 -3.399
C -22.908 -36.384 -10.587
C -22.423 -34.929 -10.679
C -22.407 -34.344 -9.253
O -21.230 -34.717 -8.493
C -21.038 -34.055 -7.242
N -21.219 -34.940 -11.472
H -23.975 -36.385 -10.366
H -22.361 -36.997 -9.870
H -22.888 -36.919 -11.536
H -23.128 -34.309 -11.232
H -23.307 -34.576 -8.683
H -22.381 -33.260 -9.358
H -21.132 -32.987 -7.435
H -20.033 -34.275 -6.882
H -21.804 -34.226 -6.486
H -20.768 -34.042 -11.366
H -20.584 -35.573 -11.007
C -22.047 -28.692 -3.643
C -22.018 -30.018 -2.964
C -21.750 -29.928 -1.467
O -21.935 -31.205 -0.931
C -22.147 -31.109 0.436
N -23.309 -30.611 -3.276
H -22.698 -28.645 -4.516
H -21.049 -28.260 -3.720
H -22.459 -28.047 -2.867
H -21.232 -30.609 -3.432
H -22.447 -29.182 -1.084
H -20.712 -29.656 -1.278
H -21.318 -30.724 1.029
H -22.332 -32.111 0.823
H -23.000 -30.500 0.738
H -23.926 -29.920 -2.874
H -23.278 -31.272 -2.514
C -23.040 -25.544 -4.318
C -22.897 -25.324 -2.841
C -21.483 -24.988 -2.357
O -20.498 -25.960 -2.717
C -19.365 -26.000 -1.899
N -23.755 -24.198 -2.565
H -22.116 -26.006 -4.667
H -23.163 -24.596 -4.840
H -23.925 -26.152 -4.505
H -23.369 -26.136 -2.286
H -21.587 -24.845 -1.282
H -21.076 -24.064 -2.770
H -19.638 -26.255 -0.875
H -18.776 -25.083 -1.870
H -18.670 -26.737 -2.302
H -23.529 -23.840 -1.648
H -23.340 -23.399 -3.023
C -12.400 -28.454 -5.937
C -11.680 -27.998 -4.561
C -11.230 -29.129 -3.645
O -12.240 -29.953 -3.173
C -11.942 -30.548 -1.859
N -10.529 -27.224 -4.850
H -12.621 -27.543 -6.493
H -13.379 -28.861 -5.683
H -11.768 -29.111 -6.534
H -12.342 -27.392 -3.944
H -10.768 -28.565 -2.834
H -10.518 -29.745 -4.194
H -11.072 -31.205 -1.845
H -12.770 -31.194 -1.567
H -11.917 -29.855 -1.018
H -10.869 -26.359 -5.247
H -9.998 -27.657 -5.592
C -12.613 -33.416 -4.290
C -13.426 -33.541 -5.509
C -13.747 -32.116 -6.004
O -14.480 -32.073 -7.222
C -15.092 -30.794 -7.575
N -12.591 -34.281 -6.411
H -12.501 -34.379 -3.792
H -13.210 -32.805 -3.613
H -11.680 -32.861 -4.385
H -14.342 -34.122 -5.403
H -12.808 -31.600 -6.207
H -14.239 -31.518 -5.237
H -15.831 -30.908 -8.369
H -14.326 -30.058 -7.816
H -15.710 -30.438 -6.751
H -13.188 -34.643 -7.141
H -12.063 -33.619 -6.961
C -22.893 -31.242 -12.015
C -21.965 -30.627 -10.884
C -20.483 -30.892 -11.102
O -20.311 -32.332 -10.870
C -19.047 -32.683 -10.290
N -22.288 -29.245 -10.720
H -22.669 -32.286 -12.232
H -22.837 -30.686 -12.951
H -23.951 -31.184 -11.759
H -22.245 -31.014 -9.904
H -19.896 -30.246 -10.450
H -20.199 -30.510 -12.083
H -19.000 -32.241 -9.295
H -18.107 -32.422 -10.775
H -18.978 -33.771 -10.306
H -21.676 -28.872 -10.009
H -21.868 -28.775 -11.509
C -12.507 -36.843 -1.109
C -13.917 -37.334 -1.453
C -14.748 -36.069 -1.816
O -16.103 -36.516 -1.709
C -16.996 -35.426 -1.566
N -13.850 -38.348 -2.478
H -12.465 -36.246 -0.198
H -12.234 -36.328 -2.030
H -11.859 -37.719 -1.072
H -14.304 -37.800 -0.547
H -14.507 -35.728 -2.823
H -14.547 -35.211 -1.175
H -17.983 -35.809 -1.307
H -17.201 -34.870 -2.481
H -16.627 -34.711 -0.831
H -14.734 -38.335 -2.967
H -13.798 -39.171 -1.895
C -17.206 -32.801 2.288
C -17.063 -34.288 2.205
O -15.775 -34.747 2.007
O -16.458 -32.249 1.218
H -16.691 -32.389 3.156
H -18.241 -32.472 2.383
H -17.680 -34.735 1.425
H -17.482 -34.697 3.125
H -15.768 -35.702 1.911
H -15.789 -32.906 1.013
*
```


No. 2
Here is a structure of composition C50H143BaN8O21 from OMol25. Energies are from ωB97M-V/def2-TZVPD.

## Properties
- orbital gap (eV) = 2.449
- LUMO (eV) = -5.10
- largest force on an atom (Eh/bohr) = 0.0930
- total energy (Eh) = -4033.4136
- HOMO energy (eV) = -7.5

```
! RIJCOSX wB97M-V def2-TZVPD def2/J DEFGRID3
* xyz 1 1
Ba 3.018 -6.236 -1.288
C -2.840 -1.222 0.158
C -1.765 -0.269 -0.435
C -2.182 1.160 0.002
C -1.115 2.261 -0.224
C 0.180 1.791 0.528
C 0.662 0.407 0.104
N -0.419 -0.621 0.130
O 0.018 -2.001 -0.150
C 1.713 0.139 1.178
C 1.475 0.448 -1.250
C -1.805 -0.194 -1.979
H -3.873 -0.897 0.029
H -2.643 -1.391 1.216
H -2.724 -2.215 -0.276
H -2.304 1.174 1.085
H -3.211 1.377 -0.286
H -1.514 3.160 0.245
H -0.909 2.469 -1.274
H -0.014 1.853 1.598
H 0.877 2.581 0.248
H 2.473 0.921 1.153
H 2.208 -0.819 1.021
H 1.275 0.117 2.176
H 2.064 -0.443 -1.469
H 2.119 1.328 -1.252
H 0.737 0.561 -2.044
H -1.360 -1.101 -2.388
H -1.250 0.665 -2.356
H -2.828 -0.084 -2.339
C -1.131 7.093 3.969
O -1.961 8.204 3.887
H -0.716 6.918 4.961
H -1.651 6.207 3.602
H -0.259 7.297 3.347
H -2.313 8.201 2.994
C 7.250 -2.814 -2.286
O 6.262 -3.489 -3.030
H 7.116 -1.735 -2.353
H 7.154 -2.964 -1.211
H 8.210 -3.217 -2.609
H 6.604 -3.401 -3.922
C -7.665 4.152 -2.547
O -7.772 4.727 -3.860
H -8.676 4.047 -2.153
H -7.324 3.119 -2.618
H -6.920 4.671 -1.944
H -6.874 4.997 -4.066
C -4.082 -5.797 -5.557
O -5.017 -5.361 -6.429
H -4.480 -6.271 -4.660
H -3.451 -6.544 -6.038
H -3.460 -4.973 -5.205
H -5.733 -4.955 -5.935
C 6.689 6.005 -2.128
O 7.409 7.156 -1.744
H 5.727 6.192 -2.604
H 7.299 5.389 -2.789
H 6.432 5.431 -1.238
H 8.236 6.860 -1.356
C -0.358 -0.685 -8.113
O 0.223 -0.267 -9.377
H 0.292 -0.509 -7.256
H -1.350 -0.233 -8.079
H -0.657 -1.733 -8.115
H 1.078 0.119 -9.172
C -8.109 -3.403 -3.026
O -8.439 -3.679 -4.418
H -8.454 -4.182 -2.346
H -7.050 -3.147 -3.004
H -8.598 -2.476 -2.726
H -9.374 -3.674 -4.636
C -5.510 2.493 5.766
O -6.498 2.422 6.696
H -5.841 3.010 4.866
H -4.765 3.199 6.133
H -5.189 1.503 5.441
H -6.607 3.301 7.066
C -3.106 4.219 -6.297
O -3.491 5.543 -6.031
H -2.040 4.059 -6.460
H -3.470 3.639 -5.449
H -3.620 3.948 -7.220
H -2.766 6.035 -5.641
C -12.518 -3.759 0.909
C -11.852 -3.421 2.266
C -11.237 -2.044 2.467
O -10.483 -1.693 1.303
C -9.839 -0.486 1.514
N -12.869 -3.629 3.326
H -13.096 -4.683 0.902
H -11.809 -3.864 0.087
H -13.302 -3.045 0.657
H -11.098 -4.174 2.492
H -10.595 -2.073 3.346
H -12.072 -1.355 2.597
H -9.129 -0.212 0.733
H -9.286 -0.385 2.447
H -10.567 0.325 1.498
H -13.665 -3.041 3.125
H -12.542 -3.191 4.176
C 5.347 2.494 -6.899
C 4.385 3.160 -7.953
C 4.793 4.590 -8.323
O 4.916 5.288 -7.089
C 5.402 6.633 -7.260
N 4.423 2.369 -9.139
H 5.147 1.430 -6.771
H 5.251 2.962 -5.919
H 6.388 2.564 -7.213
H 3.373 3.087 -7.556
H 3.969 4.967 -8.928
H 5.730 4.745 -8.857
H 5.634 7.088 -6.297
H 4.641 7.245 -7.745
H 6.283 6.733 -7.895
H 3.884 2.817 -9.867
H 5.362 2.277 -9.500
C -3.491 9.806 -3.006
C -2.840 8.859 -1.991
C -1.322 8.561 -2.173
O -1.104 8.012 -3.473
C 0.229 7.541 -3.667
N -3.084 9.451 -0.667
H -3.261 9.724 -4.068
H -3.475 10.880 -2.820
H -4.573 9.692 -3.072
H -3.252 7.851 -2.040
H -0.792 7.971 -1.426
H -0.738 9.481 -2.171
H 0.338 7.235 -4.708
H 0.593 6.750 -3.011
H 0.940 8.352 -3.515
H -4.061 9.227 -0.542
H -2.961 10.454 -0.649
C 12.399 -2.289 0.932
C 12.513 -1.430 2.178
C 11.239 -0.770 2.638
O 10.726 -0.075 1.519
C 9.562 0.622 1.947
N 13.123 -2.182 3.282
H 13.366 -2.558 0.508
H 11.723 -1.863 0.190
H 11.914 -3.210 1.256
H 13.261 -0.682 1.914
H 11.383 0.012 3.383
H 10.515 -1.479 3.040
H 8.720 -0.001 2.248
H 9.322 1.276 1.109
H 9.722 1.367 2.726
H 12.632 -3.046 3.464
H 14.053 -2.463 3.006
C -1.414 -2.789 6.116
C -0.690 -4.138 6.000
C -0.993 -5.094 7.188
O -0.515 -6.445 6.986
C -0.861 -7.430 7.967
N -1.077 -4.725 4.734
H -2.478 -2.797 6.354
H -1.377 -2.263 5.163
H -0.938 -2.110 6.824
H 0.373 -3.896 5.993
H -2.067 -5.171 7.356
H -0.519 -4.742 8.104
H -1.947 -7.499 8.019
H -0.494 -7.249 8.978
H -0.439 -8.397 7.691
H -0.763 -4.062 4.039
H -2.085 -4.667 4.721
C 4.578 2.464 7.559
C 5.234 2.936 6.270
C 4.568 4.202 5.663
O 5.340 4.600 4.528
C 5.057 5.839 3.999
N 6.636 3.094 6.595
H 4.530 3.196 8.365
H 4.976 1.550 8.000
H 3.583 2.079 7.337
H 5.202 2.123 5.544
H 4.396 4.929 6.458
H 3.531 4.102 5.342
H 3.991 6.023 3.869
H 5.668 5.968 3.105
H 5.408 6.578 4.719
H 7.083 3.386 5.737
H 6.859 3.903 7.157
C -4.938 -8.493 1.178
C -4.568 -7.476 2.285
C -5.823 -6.751 2.924
O -5.337 -5.726 3.753
C -6.306 -4.840 4.186
N -3.749 -8.027 3.299
H -5.742 -9.113 1.574
H -4.092 -9.083 0.826
H -5.268 -7.883 0.337
H -3.883 -6.729 1.883
H -6.384 -7.416 3.579
H -6.509 -6.323 2.193
H -6.598 -4.134 3.409
H -6.015 -4.168 4.994
H -7.211 -5.343 4.525
H -3.739 -9.014 3.083
H -4.430 -8.080 4.044
C 5.385 -3.664 5.259
C 5.824 -4.267 3.939
O 4.704 -4.847 3.247
O 4.988 -4.742 6.138
H 4.683 -2.838 5.142
H 6.215 -3.102 5.688
H 6.582 -5.020 4.158
H 6.326 -3.555 3.283
H 4.378 -5.540 3.826
H 4.487 -5.368 5.610
C 3.049 -6.981 -6.758
C 2.702 -5.545 -6.796
O 2.179 -5.100 -5.557
O 3.743 -7.306 -5.543
H 3.594 -7.223 -7.670
H 2.167 -7.621 -6.719
H 2.036 -5.318 -7.629
H 3.542 -4.880 -6.995
H 1.964 -4.165 -5.510
H 4.129 -8.184 -5.581
*
```